(1)
65
Properties=species:S:1:pos:R:3:mulliken_spin:R:1 method="wB97M-V/def2-TZVPD" largest_force_ev_per_a=0.82 e_above_lowest_kcal_mol=0.4 charge=+2 multiplicity=6
Mn -0.255 0.935 0.780 4.768
Br 1.990 2.168 2.939 0.016
C 2.617 0.786 1.829 0.013
C 3.956 0.439 1.788 -0.012
C 4.323 -0.585 0.927 0.008
C 3.362 -1.228 0.155 0.006
C 2.053 -0.814 0.276 0.021
N 1.695 0.178 1.099 0.021
C 0.936 -1.486 -0.485 -0.009
O 1.145 -2.432 -1.177 0.006
O -0.286 -0.922 -0.295 -0.053
H 4.679 0.949 2.408 0.000
H 5.361 -0.883 0.865 0.000
H 3.605 -2.038 -0.518 0.000
C -1.876 -5.133 -3.995 0.000
C -2.528 -3.916 -4.112 0.000
C -2.502 -3.014 -3.057 0.001
C -1.808 -3.324 -1.882 0.001
C -1.152 -4.557 -1.780 -0.001
C -1.191 -5.456 -2.829 0.000
Ge -1.837 -2.113 -0.449 0.013
C -3.049 -0.656 -0.700 0.008
C -2.844 0.300 -1.702 0.018
C -3.834 1.221 -2.013 -0.003
C -5.044 1.194 -1.329 0.003
C -5.252 0.266 -0.320 -0.001
C -4.257 -0.653 -0.001 0.005
C -1.832 -2.863 1.301 0.000
C -1.592 -2.092 2.442 0.003
C -1.731 -2.619 3.714 0.017
C -2.139 -3.940 3.867 0.001
C -2.399 -4.719 2.752 0.000
C -2.252 -4.185 1.477 -0.002
H -1.903 -5.839 -4.814 0.000
H -3.066 -3.675 -5.019 0.000
H -3.041 -2.080 -3.148 0.000
H -0.597 -4.810 -0.885 0.000
H -0.687 -6.409 -2.745 0.000
H -1.922 0.295 -2.277 0.006
H -3.681 1.935 -2.814 0.000
H -5.829 1.891 -1.592 0.000
H -6.198 0.243 0.205 0.000
H -4.442 -1.384 0.779 0.001
H -1.289 -1.050 2.351 -0.004
H -1.532 -2.010 4.585 0.000
H -2.260 -4.355 4.858 0.000
H -2.717 -5.746 2.873 0.000
H -2.466 -4.809 0.619 0.000
C 2.308 4.070 -0.696 -0.002
N 1.098 4.151 -1.504 0.007
C 0.073 3.310 -1.385 0.014
N -1.015 3.486 -2.152 0.006
O 0.111 2.348 -0.568 0.045
H 3.145 4.418 -1.294 0.000
H 2.482 3.035 -0.417 0.003
H 2.228 4.677 0.205 0.000
H 0.998 4.936 -2.128 0.000
H -1.069 4.198 -2.860 0.000
H -1.761 2.817 -2.084 -0.002
Cl -4.811 3.737 1.093 0.002
C -4.168 2.863 2.476 0.001
Cl -3.728 3.953 3.774 0.002
Cl -5.233 1.592 3.023 0.002
C -2.892 2.211 2.044 0.073
N -1.902 1.666 1.856 -0.001

=====

(2)
62
Properties=species:S:1:pos:R:3:mulliken_spin:R:1 method="wB97M-V/def2-TZVPD" largest_force_ev_per_a=1.75 total_energy_ev=-325105.06605 charge=+1 multiplicity=3
Mo 2.048 0.708 0.532 1.096
C -1.885 -2.906 -1.726 0.000
C -1.314 -1.784 -2.569 0.001
C -1.827 -1.608 -3.854 0.001
C -1.376 -0.602 -4.693 -0.001
C -0.389 0.271 -4.260 0.002
C 0.131 0.124 -2.986 0.007
C -0.313 -0.896 -2.139 -0.053
P 0.430 -0.971 -0.492 -0.072
C -0.887 -1.222 0.735 -0.027
C -0.758 -2.251 1.665 0.005
C -1.689 -2.405 2.680 0.001
C -2.754 -1.522 2.770 -0.001
C -2.887 -0.501 1.843 0.001
C -1.965 -0.325 0.815 0.008
C -2.187 0.791 -0.181 0.007
C 1.543 -2.396 -0.432 0.008
C 1.517 -3.449 -1.340 -0.005
C 2.464 -4.459 -1.253 -0.001
C 3.437 -4.404 -0.266 0.000
C 3.482 -3.335 0.617 0.005
C 2.545 -2.313 0.538 0.014
C 2.616 -1.130 1.475 -0.033
H -2.083 -3.778 -2.350 0.000
H -2.835 -2.601 -1.279 0.000
H -1.229 -3.213 -0.918 0.000
H -2.600 -2.287 -4.197 0.000
H -1.798 -0.499 -5.685 0.000
H -0.027 1.061 -4.906 0.000
H 0.886 0.817 -2.644 -0.008
H 0.065 -2.951 1.585 0.000
H -1.581 -3.209 3.396 0.000
H -3.480 -1.625 3.567 0.000
H -3.719 0.191 1.921 0.000
H -2.764 1.597 0.271 0.001
H -2.740 0.430 -1.051 0.001
H -1.255 1.215 -0.555 0.010
H 0.773 -3.475 -2.124 -0.001
H 2.446 -5.279 -1.960 0.000
H 4.179 -5.191 -0.192 0.000
H 4.260 -3.287 1.371 -0.001
H 3.600 -1.053 1.923 0.016
H 1.888 -1.220 2.287 -0.004
Se 3.000 4.805 -1.403 0.033
Sb 4.387 3.138 -0.483 -0.062
Se 6.798 2.851 -0.602 1.013
Se 3.621 2.211 1.761 0.118
Se 3.395 0.742 -1.352 -0.028
Cl -2.309 7.268 0.950 0.000
C -1.635 5.746 1.403 0.000
C -0.813 5.073 0.512 0.003
C -0.298 3.838 0.865 0.002
C -0.602 3.280 2.102 0.003
C -1.409 3.979 2.997 -0.001
C -1.928 5.212 2.651 0.000
C -0.120 1.957 2.522 -0.011
O -0.369 1.396 3.530 -0.005
O 0.740 1.302 1.598 -0.042
H -0.577 5.517 -0.446 0.000
H 0.330 3.325 0.154 0.001
H -1.620 3.540 3.964 0.000
H -2.559 5.760 3.338 0.000

=====

(3)
59
Properties=species:S:1:pos:R:3:lowdin_charge:R:1 method="wB97M-V/def2-TZVPD" largest_force_ev_per_a=0.77 e_above_lowest_kcal_mol=0.0 charge=+3
Os -0.082 1.772 -0.376 1.565
C 4.253 1.492 -0.783 0.011
C 4.674 1.504 0.540 0.024
C 3.731 1.589 1.553 0.055
C 2.389 1.670 1.219 -0.208
N 1.986 1.663 -0.076 -0.094
C 2.900 1.568 -1.053 -0.086
C 1.270 1.790 2.150 -0.140
C 1.363 1.834 3.522 0.034
C 0.199 1.975 4.283 0.045
C -1.066 2.066 3.695 -0.009
C -1.190 1.994 2.326 -0.034
C -0.023 1.861 1.522 -0.259
H 4.960 1.420 -1.597 0.136
H 5.728 1.450 0.780 0.141
H 4.038 1.596 2.589 0.134
H 2.527 1.539 -2.070 0.132
H 2.319 1.772 4.025 0.134
H 0.281 2.022 5.362 0.142
H -1.942 2.190 4.318 0.136
H -2.164 2.074 1.865 0.104
O 0.283 3.745 -1.034 -0.072
H -0.023 4.508 -0.518 0.136
H 1.110 3.993 -1.476 0.127
O -0.070 -0.065 -0.909 -0.615
S 0.701 -1.255 -0.132 1.162
C -0.632 -2.184 0.514 -0.410
C -1.690 -2.615 -0.288 -0.060
C -2.681 -3.378 0.296 -0.027
C -2.603 -3.713 1.649 -0.011
C -1.544 -3.278 2.432 -0.031
C -0.545 -2.496 1.868 -0.067
C 1.362 -2.185 -1.473 -0.403
C 2.438 -3.005 -1.147 -0.066
C 2.984 -3.797 -2.145 -0.029
C 2.468 -3.744 -3.433 -0.017
C 1.401 -2.905 -3.740 -0.029
C 0.831 -2.114 -2.756 -0.067
H -1.724 -2.376 -1.344 0.121
H -3.507 -3.739 -0.303 0.128
H -3.372 -4.334 2.089 0.131
H -1.490 -3.551 3.477 0.128
H 0.295 -2.158 2.463 0.116
H 2.836 -3.038 -0.140 0.121
H 3.817 -4.448 -1.918 0.128
H 2.902 -4.360 -4.209 0.130
H 1.006 -2.876 -4.746 0.127
H -0.002 -1.464 -2.986 0.111
Cl -4.557 3.995 -3.024 0.809
C -3.987 2.755 -2.001 -0.631
C -4.817 1.732 -1.562 -0.013
C -4.286 0.765 -0.722 0.005
C -2.961 0.839 -0.347 -0.124
N -2.154 1.831 -0.773 -0.123
C -2.664 2.768 -1.595 -0.128
H -5.853 1.700 -1.873 0.139
H -4.899 -0.046 -0.357 0.133
H -2.521 0.102 0.311 0.105
H -2.004 3.550 -1.943 0.105

=====

Repeat the second record exactly.
62
Properties=species:S:1:pos:R:3:mulliken_spin:R:1 method="wB97M-V/def2-TZVPD" largest_force_ev_per_a=1.75 total_energy_ev=-325105.06605 charge=+1 multiplicity=3
Mo 2.048 0.708 0.532 1.096
C -1.885 -2.906 -1.726 0.000
C -1.314 -1.784 -2.569 0.001
C -1.827 -1.608 -3.854 0.001
C -1.376 -0.602 -4.693 -0.001
C -0.389 0.271 -4.260 0.002
C 0.131 0.124 -2.986 0.007
C -0.313 -0.896 -2.139 -0.053
P 0.430 -0.971 -0.492 -0.072
C -0.887 -1.222 0.735 -0.027
C -0.758 -2.251 1.665 0.005
C -1.689 -2.405 2.680 0.001
C -2.754 -1.522 2.770 -0.001
C -2.887 -0.501 1.843 0.001
C -1.965 -0.325 0.815 0.008
C -2.187 0.791 -0.181 0.007
C 1.543 -2.396 -0.432 0.008
C 1.517 -3.449 -1.340 -0.005
C 2.464 -4.459 -1.253 -0.001
C 3.437 -4.404 -0.266 0.000
C 3.482 -3.335 0.617 0.005
C 2.545 -2.313 0.538 0.014
C 2.616 -1.130 1.475 -0.033
H -2.083 -3.778 -2.350 0.000
H -2.835 -2.601 -1.279 0.000
H -1.229 -3.213 -0.918 0.000
H -2.600 -2.287 -4.197 0.000
H -1.798 -0.499 -5.685 0.000
H -0.027 1.061 -4.906 0.000
H 0.886 0.817 -2.644 -0.008
H 0.065 -2.951 1.585 0.000
H -1.581 -3.209 3.396 0.000
H -3.480 -1.625 3.567 0.000
H -3.719 0.191 1.921 0.000
H -2.764 1.597 0.271 0.001
H -2.740 0.430 -1.051 0.001
H -1.255 1.215 -0.555 0.010
H 0.773 -3.475 -2.124 -0.001
H 2.446 -5.279 -1.960 0.000
H 4.179 -5.191 -0.192 0.000
H 4.260 -3.287 1.371 -0.001
H 3.600 -1.053 1.923 0.016
H 1.888 -1.220 2.287 -0.004
Se 3.000 4.805 -1.403 0.033
Sb 4.387 3.138 -0.483 -0.062
Se 6.798 2.851 -0.602 1.013
Se 3.621 2.211 1.761 0.118
Se 3.395 0.742 -1.352 -0.028
Cl -2.309 7.268 0.950 0.000
C -1.635 5.746 1.403 0.000
C -0.813 5.073 0.512 0.003
C -0.298 3.838 0.865 0.002
C -0.602 3.280 2.102 0.003
C -1.409 3.979 2.997 -0.001
C -1.928 5.212 2.651 0.000
C -0.120 1.957 2.522 -0.011
O -0.369 1.396 3.530 -0.005
O 0.740 1.302 1.598 -0.042
H -0.577 5.517 -0.446 0.000
H 0.330 3.325 0.154 0.001
H -1.620 3.540 3.964 0.000
H -2.559 5.760 3.338 0.000